Entry 1:
Here is a molecular structure, C25H29HfN3O4Se2 from the Open Molecules 2025 dataset. Energies are from wB97M-V/def2-TZVPD.

XYZ file:
```
64
Properties=species:S:1:pos:R:3:forces:R:3
Hf -0.1626 -0.4472 -0.1946 1.175 -0.388 0.385
C 1.0110 -4.2723 -2.0884 -1.003 -0.801 -0.203
O 0.9783 -4.8432 -0.7642 -0.190 0.052 -0.519
C 1.8513 -4.2538 0.0529 1.312 0.613 2.003
C 2.7690 -4.9913 0.8396 -0.535 0.862 -0.634
C 3.5931 -4.3945 1.7808 0.353 -0.472 0.801
C 3.5558 -3.0398 2.0180 -0.052 0.369 0.326
C 2.6667 -2.2681 1.2703 -0.908 -0.448 -0.573
C 2.5578 -0.8706 1.5431 1.952 -0.309 0.756
N 1.7192 -0.0542 1.0562 -1.543 0.874 -0.075
N 1.9900 1.2908 1.3657 -1.082 0.266 -1.349
C 1.3025 2.0274 0.5361 0.310 0.116 -0.162
O 0.3922 1.5080 -0.3461 0.999 0.103 1.021
C 1.5859 3.4789 0.4181 0.845 -1.023 0.986
C 2.7240 4.0272 1.0083 -0.345 0.130 -0.579
C 2.9531 5.3994 0.8487 1.436 -0.886 2.768
C 2.1167 6.2730 0.2448 -0.968 0.022 -1.653
C 1.0002 5.6580 -0.3728 -0.649 2.253 -0.225
C 0.7373 4.3180 -0.2453 -0.076 0.923 -0.183
C 1.8304 -2.8691 0.2876 -0.511 0.743 -0.106
O 0.9386 -2.0665 -0.3987 0.625 -0.703 0.202
H 1.8181 -3.5383 -2.1293 -0.094 -0.316 -0.560
H 0.0276 -3.8032 -2.3033 0.571 -0.090 0.154
H 1.0980 -5.1565 -2.7386 0.375 0.691 -0.139
H 2.8448 -6.0407 0.7008 -0.163 -0.802 -0.172
H 4.2212 -5.0247 2.4228 -0.179 0.227 -0.509
H 4.1348 -2.5639 2.8286 -0.232 -0.370 -0.621
H 3.3613 -0.4458 2.1714 -0.448 -0.101 -0.209
H 3.3929 3.3884 1.5758 -0.005 0.248 -0.090
H 3.7149 5.8044 1.5108 0.422 -0.002 -0.549
H 2.4069 7.3484 0.2057 -0.768 -0.990 -0.063
H 0.2277 6.2746 -0.8862 0.792 -0.426 0.394
H -0.1952 3.9878 -0.5971 -0.993 -0.634 -0.668
O -0.9686 -1.9922 1.2700 -0.696 1.722 0.013
C -1.6784 -1.6321 2.4908 0.932 -0.847 -0.023
C -2.1318 -0.1921 2.3586 -0.124 -0.315 -0.108
C -3.1259 0.3258 3.2070 1.467 -1.500 -0.240
C -3.6088 1.5553 2.9099 -0.378 1.316 1.903
C -3.0915 2.3175 1.8804 0.952 -0.244 -1.020
C -2.1006 1.7614 1.0627 -0.946 -0.649 0.848
N -1.6174 0.5059 1.3171 -1.032 0.097 0.207
H -0.6847 -2.8991 1.2024 0.217 -0.738 0.231
H -0.9396 -1.8416 3.2972 -0.816 0.488 -0.098
H -2.5386 -2.3076 2.5756 0.134 0.292 0.222
H -3.4217 -0.1682 4.1451 0.058 -0.070 -0.803
H -4.2563 1.9270 3.7194 -0.112 0.434 -1.042
H -3.3612 3.3440 1.7196 -0.369 0.161 -0.095
H -1.7530 2.2413 0.1521 0.232 0.107 0.462
C 0.2688 1.7517 -3.3431 -0.292 0.910 -0.346
Se 0.4292 -0.0592 -2.8974 0.195 -1.733 0.178
C -1.0165 -0.9508 -3.9026 -0.049 0.469 0.340
C -2.4310 -0.7820 -3.3791 0.434 0.834 1.642
Se -2.4511 -1.6048 -1.5826 -0.568 -0.165 0.237
C -4.2194 -0.9331 -0.9587 0.164 -1.709 -0.010
H 0.8334 1.8637 -4.2540 0.213 0.336 -0.216
H 0.6573 2.3951 -2.5362 -0.370 -0.398 -0.400
H -0.7805 1.8847 -3.5712 -0.164 0.654 0.143
H -0.7284 -1.9828 -3.7792 0.107 -0.474 -0.170
H -0.9511 -0.7206 -4.9562 0.171 0.262 -0.233
H -3.1146 -1.3519 -3.9729 -0.539 -0.065 -0.423
H -2.7929 0.2409 -3.1172 0.403 -0.621 -1.010
H -4.0744 -0.3617 -0.0582 -0.166 0.254 0.158
H -4.9245 -1.7879 -0.8301 0.823 0.563 0.165
H -4.5896 -0.3874 -1.7907 -0.309 0.899 -0.469
```
Forces are in eV/Å.

The charge is +2. The value obtained for the total energy is -171043.7531 eV. As for the HOMO energy: -13.484 eV. The energy relative to the best compared isomer or geometry (same formula, charge and spin) is 32.3 kJ/mol. Its spin multiplicity is 1.

---

Entry 2:
Here is a molecular structure, C25H29IN3O4PbS from the Open Molecules 2025 dataset. Energies are from wB97M-V/def2-TZVPD.

XYZ file:
```
64
Properties=species:S:1:pos:R:3:forces:R:3
Pb -0.0083 0.3856 -0.7685 0.478 -0.027 0.201
C 0.8515 3.0918 1.0279 -0.021 -0.036 -0.066
C 2.1745 2.8548 0.3056 0.011 -0.027 0.151
N 2.2237 1.5374 -0.3291 -0.205 -0.043 -0.157
C 3.0896 1.4809 -1.4999 0.077 0.057 0.007
C 2.5128 2.2718 -2.6847 0.008 0.032 -0.006
S 0.7064 2.3396 -2.8160 -0.179 0.000 -0.113
C 0.2798 3.9332 -2.0662 -0.079 0.042 0.086
C -0.6379 3.8340 -0.8388 0.015 0.022 0.028
N -0.2920 2.8132 0.1544 0.095 0.087 0.014
H 0.8248 4.1175 1.4097 0.034 0.013 -0.006
H 0.7861 2.4139 1.8826 -0.014 -0.008 -0.004
H 2.9892 2.9622 1.0265 -0.006 0.007 0.007
H 2.3381 3.6150 -0.4538 0.000 -0.008 -0.011
H 2.4522 0.8129 0.3458 0.119 0.044 -0.020
H 3.2149 0.4399 -1.7788 -0.006 0.011 -0.012
H 4.0800 1.8928 -1.2786 -0.007 0.011 0.035
H 2.8515 1.8100 -3.6101 -0.005 0.014 -0.008
H 2.8535 3.3064 -2.6906 0.031 -0.007 -0.022
H -0.2548 4.5094 -2.8210 0.009 -0.011 -0.013
H 1.1937 4.4825 -1.8537 0.018 -0.032 0.009
H -1.6498 3.6056 -1.1781 0.006 -0.024 -0.024
H -0.6715 4.8255 -0.3725 -0.023 0.016 -0.015
H -1.1160 2.6484 0.7211 0.036 -0.013 0.038
I -2.1669 0.2128 -3.2433 0.005 -0.030 -0.160
C -3.5621 -0.1785 -1.7508 -0.034 -0.019 0.225
C -4.8196 -0.5080 -2.1735 0.013 0.005 -0.041
C -5.8571 -0.7322 -1.2504 0.006 -0.004 0.004
C -5.6058 -0.5988 0.0794 0.002 0.003 -0.034
C -4.3139 -0.2602 0.5483 -0.075 -0.011 0.077
C -4.1187 -0.1175 1.9458 0.011 0.005 -0.058
C -2.9034 0.2077 2.4560 0.037 -0.003 0.031
C -1.8121 0.3844 1.5785 -0.006 -0.028 -0.051
C -1.9731 0.2483 0.2288 -0.236 0.014 -0.051
C -3.2353 -0.0590 -0.3661 0.044 0.022 0.012
H -5.0260 -0.5855 -3.2321 -0.004 -0.003 0.003
H -6.8439 -0.9931 -1.6070 0.009 0.002 -0.011
H -6.3927 -0.7457 0.8082 0.007 -0.003 0.002
H -4.9697 -0.2741 2.5966 0.008 -0.004 -0.001
H -2.7456 0.3118 3.5210 -0.001 -0.002 -0.007
H -0.8386 0.5718 2.0211 -0.017 0.011 -0.014
N -0.2087 -2.1833 -0.8733 -0.230 0.051 0.038
C 0.5000 -2.7077 -2.0409 0.033 0.099 0.176
C 1.3681 -1.6407 -2.7003 -0.005 0.227 -0.080
O 2.2142 -1.9222 -3.5083 -0.061 -0.162 0.067
O 1.1226 -0.3686 -2.3916 0.136 -0.213 0.071
H 0.2709 -2.4291 -0.0136 -0.003 -0.007 -0.010
H -1.1639 -2.5121 -0.7961 0.030 -0.116 -0.127
H -0.2077 -3.0598 -2.7911 0.002 0.062 -0.046
H 1.1424 -3.5500 -1.7853 0.030 -0.007 -0.066
O 0.7354 -0.2951 3.0452 -0.093 -0.065 0.073
C 1.1997 -0.9463 2.1275 0.304 0.323 -0.168
O 1.2225 -0.5250 0.8783 -0.179 -0.266 0.004
C 1.8673 -2.2711 2.3461 -0.097 -0.073 0.074
C 1.8417 -2.8253 3.6230 -0.044 0.010 -0.002
C 2.4289 -4.0573 3.8587 0.012 -0.002 -0.012
C 3.0506 -4.7407 2.8214 0.004 -0.006 0.003
C 3.0889 -4.1901 1.5478 0.004 0.014 0.014
C 2.4990 -2.9575 1.3112 0.013 0.041 -0.031
H 1.3549 -2.2754 4.4170 0.003 -0.004 0.002
H 2.4062 -4.4861 4.8518 -0.002 0.006 -0.006
H 3.5138 -5.7008 3.0080 -0.008 0.004 -0.002
H 3.5890 -4.7147 0.7441 -0.007 0.005 0.002
H 2.5564 -2.5097 0.3265 -0.003 0.003 0.002
```
Forces are in eV/Å.

The charge is +1. The value obtained for the total energy is -63234.1235 eV. As for the HOMO energy: -11.401 eV. The energy relative to the best compared isomer or geometry (same formula, charge and spin) is 226.3 kJ/mol. Its spin multiplicity is 1.

---

Entry 3:
Here is C25H29N3O5 in the gas phase from the Open Molecules 2025 dataset. Energies are from wB97M-V/def2-TZVPD.

XYZ file:
```
62
Properties=species:S:1:pos:R:3:forces:R:3
C 0.7021 3.8033 0.1886 0.194 0.013 0.086
H 0.6932 3.9547 1.2733 0.002 -0.016 -0.030
O -0.5988 3.8027 -0.3439 -0.356 -0.055 -0.111
C -1.4676 2.8309 0.0813 -0.023 -0.058 0.049
C -2.7476 2.8593 -0.4711 0.253 0.034 -0.009
C -3.6931 1.9237 -0.1177 0.059 -0.030 -0.072
C -3.4010 0.8966 0.7888 0.239 0.228 0.099
C -2.1224 0.8930 1.3461 -0.278 -0.110 0.044
C -1.1724 1.8406 1.0042 0.222 0.382 -0.133
H -0.1999 1.7775 1.4667 0.116 0.020 0.013
H -1.8265 0.1477 2.0658 -0.019 -0.128 0.048
N -4.3907 -0.0104 1.1657 -0.189 -0.098 0.216
C -5.3241 -0.5207 0.1738 -0.186 -0.072 -0.092
H -5.2402 0.0637 -0.7397 -0.038 -0.032 0.055
C -5.0023 -1.9992 -0.1543 -0.118 0.000 -0.258
N -3.5833 -2.2085 0.0576 -0.145 -0.181 -0.012
C -2.7605 -1.8551 -0.9713 0.033 -0.194 -0.026
O -3.2062 -1.6368 -2.0855 -0.030 0.215 -0.165
C -1.3027 -1.7291 -0.6989 0.355 0.067 -0.157
C -0.5345 -2.6422 0.0095 -0.088 0.132 -0.143
C 0.8080 -2.3863 0.2022 0.113 0.164 -0.051
C 1.4252 -1.2425 -0.3012 -0.204 -0.096 -0.032
C 0.6599 -0.3447 -1.0702 0.075 -0.002 -0.069
C -0.6882 -0.6101 -1.2499 0.037 -0.098 0.019
H -1.3057 0.0652 -1.8190 -0.047 0.116 -0.066
O 1.2711 0.7596 -1.6093 0.063 -0.315 0.380
C 0.5882 1.4737 -2.6180 -0.128 0.139 -0.181
H -0.2652 2.0275 -2.2193 0.016 -0.023 -0.003
H 1.3181 2.1780 -3.0155 -0.089 -0.013 -0.015
H 0.2496 0.8070 -3.4156 0.015 0.000 0.017
O 2.7403 -1.1347 0.0322 -0.207 -0.085 0.104
C 3.5678 -0.1249 -0.5236 0.474 0.271 -0.231
C 4.9440 -0.3171 0.0184 0.303 -0.586 0.086
C 5.6952 -1.4633 0.0497 -0.584 0.745 -0.069
O 6.8743 -1.1965 0.6312 -0.289 -0.761 -0.307
N 6.9188 0.1117 0.9846 0.289 1.158 0.413
C 5.7830 0.6542 0.6365 0.041 -0.675 -0.177
C 5.4889 2.0879 0.8804 0.103 -0.032 0.029
H 4.5960 2.1887 1.4954 -0.049 0.072 0.043
H 6.3309 2.5455 1.3906 0.017 0.098 0.035
H 5.3157 2.6028 -0.0634 -0.013 0.094 -0.013
C 5.4266 -2.8395 -0.4309 0.195 0.089 0.040
H 5.9771 -3.5547 0.1746 -0.010 -0.106 0.013
H 4.3611 -3.0417 -0.3727 -0.022 -0.044 0.003
H 5.7487 -2.9452 -1.4671 0.013 -0.063 -0.048
H 3.5785 -0.2061 -1.6187 -0.131 0.065 0.188
H 3.2027 0.8704 -0.2513 0.036 -0.146 -0.110
H 1.4257 -3.0741 0.7585 0.094 -0.078 0.045
H -0.9667 -3.5569 0.3857 -0.059 -0.063 0.093
C -3.2441 -2.1652 1.4629 0.122 0.067 0.315
H -3.4797 -3.1329 1.9222 0.080 0.076 0.043
C -4.0729 -1.0369 2.1290 0.073 -0.006 -0.013
H -3.5405 -0.6068 2.9768 -0.049 -0.069 0.031
H -5.0230 -1.4324 2.5003 0.084 0.012 0.047
H -2.1782 -1.9756 1.5729 -0.168 -0.054 0.045
H -5.5525 -2.6883 0.4903 0.007 0.022 -0.017
H -5.2332 -2.2157 -1.1969 -0.074 -0.014 0.164
H -6.3470 -0.4333 0.5590 0.010 -0.017 -0.138
H -4.6805 2.0077 -0.5436 -0.095 -0.001 -0.020
H -2.9865 3.6404 -1.1759 -0.046 0.103 -0.078
H 1.2329 2.8743 -0.0446 -0.015 -0.008 0.021
H 1.2145 4.6392 -0.2858 0.016 -0.053 0.066
```
Forces are in eV/Å.

As for the SMILES: COc1ccc(N2CCN(C(=O)c3ccc(OCc4c(C)noc4C)c(OC)c3)CC2)cc1. The value obtained for the total energy is -41101.5287 eV. As for the HOMO energy: -7.487 eV. The energy relative to the best compared isomer or geometry (same formula, charge and spin) is 395.8 kJ/mol. Its spin multiplicity is 1.